{"formula": "C2H6N2S2", "method": "the ωB97M-V functional and the def2-TZVPD basis", "relative_energy_kj_mol": 508.4, "energy_ev": -26816.545, "charge": 0, "homo_lumo_gap_ev": 8.991, "species": ["C", "C", "H", "H", "H", "H", "H", "H", "N", "N", "S", "S"], "positions_angstrom": [[0.642, -0.021, -1.687], [0.479, -0.210, -0.160], [0.871, 1.297, -2.051], [1.499, -1.032, -2.285], [-0.710, -0.405, -2.034], [-1.544, -0.260, -0.385], [-1.894, 0.472, 2.220], [0.075, -0.510, 2.312], [-0.921, -0.077, 0.240], [1.535, -0.231, 0.501], [-1.420, 1.251, 1.148], [1.388, -0.275, 2.181]], "nbo_charge": [-0.651, 0.337, 0.274, 0.264, 0.173, 0.373, 0.102, 0.082, -0.788, -0.561, 0.193, 0.202]}